A 2-piece molecular cluster, C4H9NO overall, computed with wB97M-V/def2-TZVPD.

Calculated values
2S+1: 2
relative energy (zero: lowest compared OMol25 entry of this formula, charge and spin): 125.7 kJ/mol
orbital gap (alpha / beta): 2.59 / 8.28 eV
net charge: -1
max |F|: 1.4 eV/Å

Last column: natural (NBO) charge in e.
CARTESIAN COORDINATES (ANGSTROEM)
N -0.448 -1.491 0.938  -0.851
C 0.401 -0.493 0.408  0.086
C 0.814 -0.530 -0.861  -0.628
C 0.294 1.537 1.751  -0.421
C 0.967 0.442 1.430  -0.232
H -1.162 -1.774 0.298  0.378
H -0.732 -1.372 1.903  0.364
H 1.548 0.164 -1.217  0.195
H 0.385 -1.322 -1.464  0.200
H 0.634 2.208 2.526  0.172
H -0.717 1.803 1.468  0.198
H 1.997 0.282 1.727  0.202
H -1.297 -0.177 -3.476  0.335
H -0.891 1.184 -2.736  0.375
O -1.435 0.385 -2.686  -1.373



A 2-piece molecular cluster, C4H10NO overall, computed with wB97M-V/def2-TZVPD.

Calculated values
2S+1: 1
relative energy (zero: lowest compared OMol25 entry of this formula, charge and spin): 125.9 kJ/mol
orbital gap: 9.58 eV
net charge: +1
max |F|: 1.0 eV/Å

Last column: natural (NBO) charge in e.
CARTESIAN COORDINATES (ANGSTROEM)
C 0.341 -0.243 -1.427  -0.675
C 1.249 -0.047 -0.242  0.129
C 2.491 -0.454 -0.019  -0.325
C -0.568 0.563 1.305  0.108
N 0.631 0.637 0.889  -0.400
H 0.445 0.590 -2.121  0.256
H 0.577 -1.158 -1.961  0.259
H -0.701 -0.320 -1.131  0.242
H 3.068 -0.167 0.849  0.222
H 2.998 -0.968 -0.825  0.244
H -0.842 1.042 2.227  0.228
H -1.285 -0.047 0.759  0.257
H 1.294 1.170 1.443  0.437
H -3.620 0.011 0.350  0.484
H -3.596 -0.882 -0.864  0.499
O -3.019 -0.333 -0.326  -0.966



A 2-piece molecular cluster, C21H16F3N2O9S2 overall, computed with wB97M-V/def2-TZVPD.

Calculated values
2S+1: 1
orbital gap: 5.99 eV
net charge: -1
max |F|: 3.9 eV/Å

Last column: natural (NBO) charge in e.
CARTESIAN COORDINATES (ANGSTROEM)
C -2.759 3.422 3.087  -0.645
C -2.830 1.977 3.561  0.551
C -4.047 1.512 4.338  -0.644
O -2.990 1.193 2.311  -0.525
C -1.867 0.845 1.664  0.793
O -1.742 1.058 0.467  -0.519
C -0.892 0.061 2.539  -0.370
C 0.233 -0.470 1.669  -0.463
C 1.387 0.459 1.584  0.075
C 2.648 0.069 2.055  -0.208
C 3.612 1.024 2.297  -0.173
C 3.320 2.369 1.981  0.050
N 4.063 3.402 2.607  0.494
O 3.714 4.588 2.426  -0.397
O 5.009 3.075 3.352  -0.395
C 2.118 2.731 1.328  -0.172
C 1.174 1.752 1.103  -0.249
C -0.557 0.987 3.730  0.798
O 0.500 1.016 4.310  -0.539
O -1.631 1.677 4.248  -0.531
H -2.007 3.513 2.292  0.227
H -3.732 3.653 2.656  0.230
H -2.517 4.109 3.899  0.226
H -4.089 0.422 4.363  0.247
H -4.056 1.878 5.371  0.221
H -4.923 1.852 3.793  0.235
H 0.620 -1.353 2.135  0.243
H -0.164 -0.675 0.668  0.285
H 2.830 -0.977 2.302  0.222
H 4.563 0.778 2.770  0.247
H 1.906 3.771 1.058  0.247
H 0.221 1.943 0.604  0.251
F 0.099 -3.129 2.468  -0.317
C -0.927 -2.848 3.352  0.845
F -1.951 -3.683 3.029  -0.298
F -0.470 -3.173 4.597  -0.326
S -1.685 -1.202 3.533  0.277
N -3.807 -2.438 -0.824  -0.972
C -3.729 -3.791 -1.057  0.638
O -2.831 -4.554 -0.740  -0.630
C -4.985 -4.139 -1.776  -0.136
C -5.968 -3.210 -1.520  -0.269
C -7.260 -3.343 -2.013  -0.210
C -7.505 -4.446 -2.855  -0.224
C -6.485 -5.376 -3.144  -0.230
C -5.224 -5.273 -2.547  -0.185
S -5.286 -1.882 -0.491  2.300
O -5.742 -2.130 0.870  -0.967
O -5.517 -0.602 -1.083  -0.955
H -8.028 -2.629 -1.734  0.220
H -8.497 -4.583 -3.285  0.201
H -6.676 -6.198 -3.836  0.200
H -4.400 -5.976 -2.698  0.225



A 10-piece molecular cluster, C16H53BF4N11O9 overall, computed with wB97M-V/def2-TZVPD.

Calculated values
2S+1: 1
relative energy (zero: lowest compared OMol25 entry of this formula, charge and spin): 218.7 kJ/mol
orbital gap: 9.58 eV
net charge: -1
max |F|: 7.0 eV/Å

Last column: Mulliken charge in e.
CARTESIAN COORDINATES (ANGSTROEM)
B 0.066 1.033 0.603  0.615
F 1.295 1.573 0.202  -0.419
F -0.958 2.012 0.518  -0.441
F -0.365 0.189 -0.399  -0.397
F 0.207 0.519 1.843  -0.359
C -2.010 4.783 6.147  0.671
O -2.240 4.997 7.342  -0.700
N -2.822 4.889 5.169  -0.375
N -0.824 4.551 5.705  -0.392
H -3.768 5.055 5.481  0.227
H -2.473 4.679 4.244  0.189
H -0.079 4.366 6.362  0.211
H -0.638 4.276 4.751  0.170
C 5.090 -4.307 -0.331  0.658
O 4.093 -4.944 -0.579  -0.660
N 6.214 -4.842 -0.151  -0.342
N 5.119 -3.015 -0.088  -0.375
H 6.369 -5.838 -0.223  0.214
H 6.942 -4.143 -0.148  0.152
H 6.020 -2.599 0.101  0.136
H 4.262 -2.482 -0.131  0.217
C -4.455 -2.644 3.252  0.681
O -5.552 -3.142 3.372  -0.697
N -4.404 -1.366 3.134  -0.375
N -3.355 -3.242 2.993  -0.361
H -3.498 -0.945 2.988  0.152
H -5.213 -0.834 3.423  0.211
H -3.329 -4.239 3.156  0.213
H -2.536 -2.721 2.713  0.178
C 3.784 -2.351 6.850  0.697
O 4.363 -3.088 7.619  -0.677
N 2.529 -2.137 6.788  -0.337
N 4.384 -1.733 5.905  -0.366
H 1.845 -2.581 7.384  0.202
H 2.275 -1.534 6.018  0.131
H 5.320 -1.978 5.617  0.201
H 3.847 -1.051 5.388  0.150
C -8.415 3.485 -1.341  -1.422
C -8.304 2.545 -2.600  0.420
C -9.582 2.502 -3.583  -0.676
O -10.640 1.885 -2.876  -0.299
C -11.826 1.948 -3.627  -0.720
N -7.076 2.775 -3.291  -0.728
H -9.002 3.255 -0.452  0.311
H -8.742 4.451 -1.725  0.339
H -7.461 3.753 -0.887  0.402
H -8.255 1.557 -2.142  0.247
H -9.351 2.105 -4.572  0.421
H -9.874 3.536 -3.765  0.300
H -12.296 2.931 -3.596  0.291
H -12.525 1.290 -3.112  0.245
H -11.627 1.731 -4.676  0.301
H -6.319 2.628 -2.639  0.305
H -6.977 3.776 -3.378  0.264
C -3.343 -5.667 -4.989  -1.392
C -4.395 -4.571 -4.680  0.425
C -5.140 -4.777 -3.346  -0.656
O -5.831 -5.988 -3.428  -0.297
C -6.697 -6.334 -2.408  -0.746
N -3.736 -3.279 -4.735  -0.756
H -2.867 -5.415 -5.936  0.374
H -3.758 -6.662 -5.150  0.322
H -2.577 -5.665 -4.214  0.310
H -5.114 -4.548 -5.499  0.291
H -5.879 -3.981 -3.260  0.377
H -4.510 -4.915 -2.467  0.343
H -7.048 -7.359 -2.528  0.242
H -7.433 -5.535 -2.326  0.295
H -6.221 -6.388 -1.429  0.301
H -4.517 -2.656 -4.579  0.288
H -3.240 -3.154 -3.864  0.279
C 10.079 2.449 0.287  -1.233
C 11.261 1.613 -0.206  0.541
C 12.668 2.214 0.102  -0.749
O 12.758 3.491 -0.535  -0.305
C 13.782 4.210 0.039  -0.853
N 11.178 0.241 0.357  -0.762
H 9.744 2.241 1.303  0.322
H 9.175 2.356 -0.314  0.290
H 10.315 3.512 0.316  0.302
H 11.067 1.406 -1.258  0.252
H 13.409 1.550 -0.343  0.321
H 12.992 2.295 1.139  0.376
H 13.680 4.586 1.056  0.354
H 13.669 5.093 -0.590  0.286
H 14.805 3.938 -0.223  0.332
H 11.990 -0.261 0.027  0.259
H 11.376 0.298 1.346  0.267
O 3.399 6.446 0.383  -0.649
H 4.215 6.421 -0.117  0.312
H 3.168 5.526 0.510  0.337
O 0.417 2.213 -4.491  -0.654
H -0.278 1.895 -5.067  0.311
H 0.206 1.842 -3.634  0.340



Result set for DFT total energy: -7828.64200, -7840.01263, -73265.06523, -63822.99628 eV, one per record in the order listed.